1.
C23H20BClF4PTi as an isolated structure. Source: OMol25; level of theory: the ωB97M-V functional and the def2-TZVPD basis.

The geometry in XYZ format:
```
51
Properties=species:S:1:pos:R:3:mulliken_spin:R:1
H -1.692 2.958 0.265 -0.001
H 0.692 0.315 -3.729 0.001
F -1.083 2.703 4.330 0.000
C 0.937 -2.560 -2.595 -0.014
H 5.367 -4.753 -0.963 0.000
H -0.302 -3.169 -0.920 -0.002
C 3.429 -1.809 0.632 -0.002
H 4.760 -2.049 2.306 0.000
P 1.810 -1.337 -1.566 0.022
H -3.478 1.170 1.256 0.010
H 0.694 -3.801 -5.739 0.000
C -1.632 -0.038 -1.276 0.098
H -3.282 -1.115 -0.203 -0.002
F -2.139 1.026 3.104 0.005
H 4.083 2.709 -4.875 0.000
C 4.490 -2.399 1.313 0.000
Cl -0.800 -1.782 1.773 -0.008
B -1.889 2.344 3.331 0.019
H -0.957 -5.276 -4.622 0.000
C 3.642 1.949 -4.234 0.002
H -0.572 1.821 -1.944 0.001
C 3.840 0.390 -2.393 0.000
H -1.408 -4.988 -2.206 0.000
C -1.197 1.319 -1.205 -0.009
C -0.048 -3.350 -1.968 0.004
F 0.814 1.192 0.944 0.001
C 4.381 1.393 -3.191 -0.001
C 3.105 -2.233 -0.673 -0.005
H -1.378 -0.725 -2.092 0.005
C -0.433 -4.511 -4.054 0.000
C -2.719 0.955 0.512 0.069
C 5.213 -3.441 0.733 0.000
H 4.407 -0.012 -1.554 0.000
C 2.330 1.527 -4.438 0.000
Ti -0.755 0.232 0.849 0.939
F -2.465 3.287 2.557 0.002
H 3.430 -3.759 -2.171 -0.001
C 4.831 -3.917 -0.519 0.000
H 1.932 -2.080 -4.453 0.000
C 2.542 -0.086 -2.649 -0.004
C -1.825 1.935 -0.079 -0.090
H 2.837 -1.022 1.106 0.003
C 0.500 -3.695 -4.678 0.000
C 3.762 -3.345 -1.215 0.000
H 6.061 -3.881 1.254 0.000
C -2.640 -0.243 -0.288 -0.044
C 1.750 0.562 -3.620 0.001
H 5.385 1.755 -2.986 0.000
C -0.691 -4.346 -2.696 0.001
C 1.200 -2.725 -3.963 -0.001
H 1.740 1.974 -5.232 0.000
```

The value obtained for the HOMO-LUMO gap (alpha / beta) is 7.67 / 7.82 eV. As for the multiplicity: 2. As for the total energy: -2964.0434 Ha.

2.
C23H20BrClHfP as an isolated structure. Source: OMol25; level of theory: the ωB97M-V functional and the def2-TZVPD basis.

The geometry in XYZ format:
```
47
Properties=species:S:1:pos:R:3:mulliken_charge:R:1
H 1.621 -2.203 -1.923 0.332
C 3.149 -2.796 -0.505 -0.611
C -0.324 -0.519 -2.224 -0.244
C 3.804 -2.473 0.692 -0.467
H 0.020 0.376 -5.488 0.388
C -1.248 -1.576 -2.378 -0.130
C -2.697 0.780 3.641 -0.144
C -0.433 3.946 -0.363 -0.690
H 4.049 -1.000 2.266 0.386
C -2.815 -0.154 4.748 -0.723
C -1.798 -1.162 4.595 -0.341
C -1.741 -1.891 -3.643 -0.544
H -1.558 -2.147 -1.498 0.334
H -1.286 4.613 -0.208 0.392
C 1.952 3.628 -0.692 -0.718
H 2.602 1.596 -1.059 0.452
H 2.960 4.034 -0.796 0.390
Hf -3.437 -1.258 2.795 1.363
P 0.116 -0.063 -0.518 0.716
C -0.346 -0.169 -4.620 -0.640
H -2.467 -2.700 -3.772 0.378
C 0.164 0.150 -3.355 -0.053
C 0.472 1.713 -0.648 0.018
Cl -4.968 -0.191 1.458 -0.353
Br -2.534 -3.308 1.808 -0.305
H -1.548 -1.916 5.341 0.442
H -1.711 -1.400 -5.756 0.367
H -3.213 1.744 3.556 0.401
C 1.758 2.252 -0.824 0.102
H -1.652 2.165 -0.483 0.418
C -1.124 -0.929 3.355 -0.116
C -1.696 0.238 2.727 -0.484
H -1.263 0.728 1.852 0.107
C 1.727 -0.849 -0.236 0.379
C 2.126 -1.976 -0.982 -0.459
C 3.489 -1.288 1.373 -0.746
H 0.926 0.920 -3.241 0.383
C -1.309 -1.172 -4.762 -0.453
H -0.230 -1.462 3.020 0.506
C 0.865 4.473 -0.430 -0.486
H 1.028 5.544 -0.313 0.390
H 3.420 -3.689 -1.077 0.394
H 2.201 0.446 1.448 0.448
H 4.575 -3.139 1.079 0.384
C -0.637 2.577 -0.495 -0.336
H -3.441 -0.017 5.619 0.577
C 2.453 -0.475 0.917 -0.402
```

The calculation puts the energy relative to the best compared isomer or geometry (same formula, charge and spin) at 2.652 eV. The value obtained for the HOMO-LUMO gap is 4.76 eV. As for the net charge: +1. As for the total energy: -4311.8627 Ha.

3.
A 2-piece molecular cluster, C23H20F2O4S overall. Source: OMol25; level of theory: the ωB97M-V functional and the def2-TZVPD basis.

The geometry in XYZ format:
```
50
Properties=species:S:1:pos:R:3:mulliken_charge:R:1
C 0.965 -4.039 -0.977 -0.764
H -2.519 -2.520 -0.101 0.613
O 1.636 3.774 2.761 -0.673
H -2.633 2.330 2.831 0.202
C -4.202 0.522 -0.501 -1.173
H -2.843 -0.773 0.577 0.673
H 1.901 -4.501 -1.290 0.452
H 0.113 -0.282 -1.766 0.635
C -0.693 -0.704 -1.175 -1.306
H -1.205 1.214 -2.877 0.322
C -2.141 2.629 3.764 -1.100
H -2.048 1.753 4.416 0.292
H -1.943 -4.805 0.687 0.456
O 0.285 1.542 -0.244 -0.626
C -2.060 1.026 -2.224 -0.297
H -0.244 3.445 4.416 0.306
C 0.024 -4.737 -0.220 0.459
C 3.504 -0.580 0.180 -0.359
C 1.929 1.672 1.658 -0.373
C -1.914 0.035 -1.213 1.087
C 3.649 0.064 -2.541 -0.738
H -5.269 1.999 -1.670 0.393
H 1.757 1.081 -2.228 0.510
F 3.035 2.198 1.114 -0.312
H 1.376 -2.147 -1.911 0.316
O -0.051 2.242 2.731 -0.212
C -0.785 3.224 3.484 -0.256
H 5.571 -0.921 -2.514 0.400
H 5.456 -1.442 -0.074 0.399
H -2.769 3.366 4.269 0.395
C -3.243 1.734 -2.378 -0.821
C 4.627 -0.935 -0.570 -0.785
S 1.081 0.624 0.561 1.640
O 0.508 -0.489 1.278 -0.663
C 2.442 0.068 -0.452 0.285
H -3.320 2.485 -3.167 0.399
C -0.547 -2.101 -0.914 1.052
H 3.449 -0.775 1.250 0.490
C 0.664 -2.735 -1.327 -0.252
C 2.538 0.458 -1.791 -0.225
C -2.990 -0.144 -0.302 -0.072
F 0.326 -6.013 0.173 -0.306
C -1.220 -4.213 0.130 -1.018
C -1.526 -2.919 -0.289 -0.255
C -4.327 1.470 -1.525 -0.290
H -5.047 0.293 0.154 0.382
C 4.695 -0.629 -1.932 -0.413
C 1.192 2.680 2.443 0.410
H -0.869 4.151 2.899 0.320
H 3.686 0.325 -3.599 0.401
```

The calculation puts the energy relative to the best compared isomer or geometry (same formula, charge and spin) at 0.065 eV. The value obtained for the HOMO-LUMO gap is 3.02 eV. As for the total energy: -1787.1377 Ha.

4.
A 2-piece molecular cluster, C23H20F6N2O3S overall. Source: OMol25; level of theory: the ωB97M-V functional and the def2-TZVPD basis.

The geometry in XYZ format:
```
55
Properties=species:S:1:pos:R:3:mulliken_charge:R:1
H -4.506 0.613 -2.766 0.362
H 0.748 -1.109 -4.782 0.368
C 3.336 -0.796 -0.669 -0.341
H 5.336 2.413 -1.561 0.398
C -1.181 1.496 2.820 -0.464
C -3.089 -1.315 -4.082 -0.516
F -5.514 -0.409 2.595 -0.279
C -2.544 1.612 3.026 -1.096
C -4.840 0.637 3.162 0.831
C 4.787 1.520 -1.274 -0.663
C 0.773 0.166 2.020 -1.076
H -1.603 -2.224 -5.437 0.476
N -0.939 -1.335 -3.578 0.127
H -2.996 2.593 3.142 0.391
H 2.883 2.536 -1.172 0.396
F 4.553 0.951 3.104 -0.236
C 0.480 -1.536 -3.806 -0.852
C 5.450 0.289 -1.155 -0.489
H 5.221 -1.827 -0.771 0.382
C -0.587 0.250 2.505 1.057
F -5.268 0.730 4.457 -0.265
C 3.419 1.597 -1.030 -0.134
C 2.686 0.450 -0.667 0.521
O -1.603 0.832 -0.766 -0.756
N -2.883 -0.690 -2.859 0.150
H 0.816 1.514 -0.227 0.535
H 1.075 -1.054 -3.031 0.345
H -0.949 -1.889 2.645 0.352
H -3.401 -1.671 3.017 0.396
C 3.424 0.219 3.112 0.638
H 6.539 0.234 -1.302 0.370
C 4.721 -0.860 -0.855 -0.696
O 2.423 2.235 1.690 -0.571
C -2.767 -0.788 2.942 -0.778
C -1.568 -0.748 -2.522 0.178
H 2.752 -1.707 -0.541 0.304
H 0.684 -1.498 -1.003 0.702
H 1.195 -0.839 2.009 0.659
H -4.677 -0.872 -1.807 0.330
F -5.265 1.776 2.529 -0.274
C -1.407 -0.896 2.692 -0.553
H -4.056 -1.406 -4.532 0.470
O 1.505 1.772 3.978 -0.657
S 1.951 1.303 2.693 0.904
C -3.974 -0.092 -2.117 -0.948
C -0.969 -0.082 -1.337 0.299
C 0.393 -0.445 -0.912 -0.288
C 1.228 0.514 -0.436 -0.500
H -0.566 2.389 2.887 0.384
F 3.290 -0.345 4.323 -0.240
H 0.699 -2.612 -3.829 0.325
C -1.871 -1.720 -4.530 -0.508
F 3.570 -0.782 2.215 -0.185
H -3.568 0.432 -1.253 0.357
C -3.347 0.476 3.049 0.358
```

The value obtained for the HOMO-LUMO gap is 5.23 eV. As for the total energy: -2220.9435 Ha.

5.
A 2-piece molecular cluster, C23H20N2O2 overall. Source: OMol25; level of theory: the ωB97M-V functional and the def2-TZVPD basis.

The geometry in XYZ format:
```
47
Properties=species:S:1:pos:R:3:mulliken_charge:R:1
H -2.428 3.904 -3.742 0.223
C 2.789 1.935 2.517 -0.409
H 0.571 3.300 0.210 0.386
C -1.044 0.981 -0.703 0.277
O -1.998 -2.281 -1.158 -0.812
H -3.457 0.405 -3.945 0.342
H 1.069 -5.237 3.926 0.347
C 1.688 1.421 3.214 -0.622
H 2.649 -6.384 2.364 0.348
C 0.422 -3.805 2.442 -0.505
H -3.451 2.186 -4.100 0.300
H -0.244 0.431 3.067 0.400
C 0.631 0.813 2.535 -0.447
H -1.191 -0.434 0.835 0.947
C -3.514 1.352 -3.397 -0.942
H -0.918 5.799 -3.006 0.372
C 1.507 -3.936 0.247 -0.247
N -0.879 -2.699 -0.722 0.986
C -0.741 2.333 -1.193 0.632
H -4.483 1.393 -2.881 0.342
C 2.817 1.848 1.117 -0.365
C -0.018 3.410 -0.698 -0.020
C -0.886 4.831 -2.498 -0.655
H -1.221 -2.112 1.285 0.695
C -0.041 4.631 -1.395 -0.869
C -1.603 2.565 -2.291 0.321
C -1.710 3.785 -2.937 -0.881
C 1.772 1.231 0.429 -0.862
C 0.624 0.755 1.114 0.780
C 2.063 -5.532 2.010 -0.352
H 1.660 1.475 4.303 0.388
H 3.629 2.367 3.053 0.411
H 3.661 2.254 0.559 0.418
C 2.225 -5.048 0.700 -0.595
C -0.534 0.307 0.395 -0.231
H -2.666 -0.413 -1.409 0.641
H -0.285 -3.259 3.082 0.249
N -2.426 1.447 -2.445 0.185
O -0.096 -3.342 -1.483 -0.739
H 0.612 5.443 -1.069 0.386
H 2.918 -5.535 0.011 0.346
H 1.797 1.160 -0.661 0.495
C 0.506 -3.386 1.081 0.944
C -0.489 -2.499 0.580 -1.143
C 1.173 -4.889 2.893 -0.530
C -2.125 0.517 -1.503 -1.389
H 1.664 -3.488 -0.732 0.456
```

The calculation puts the energy relative to the best compared isomer or geometry (same formula, charge and spin) at 1.600 eV. The value obtained for the HOMO-LUMO gap is 4.69 eV. As for the total energy: -1148.2406 Ha.

6.
One molecule with the formula C23H20N2O3. Source: OMol25; level of theory: the ωB97M-V functional and the def2-TZVPD basis.

The geometry in XYZ format:
```
48
Properties=species:S:1:pos:R:3:mulliken_charge:R:1
O -4.065 5.414 -0.203 -0.580
C -0.903 -1.259 -1.256 -0.825
C -1.972 -0.172 0.630 -0.215
C -3.163 -1.871 -0.664 1.210
C -2.031 -2.047 -1.494 -0.861
C 1.322 -2.881 0.193 -0.148
H -2.781 5.676 1.736 0.453
H -4.030 -0.700 0.969 0.251
H 0.033 -1.358 -1.842 0.464
H -4.160 -3.709 -0.616 0.304
H 5.198 -2.926 -0.721 0.139
H -1.909 0.490 1.497 0.555
C -4.372 -2.679 -0.853 -1.463
C -2.130 4.822 1.583 -0.243
C 4.099 -2.972 -0.509 -0.696
C -2.255 4.090 0.353 -0.522
N -3.306 4.483 -0.582 0.927
H 1.455 -5.039 0.026 0.378
C 1.702 -0.247 -0.130 0.246
H -1.987 -2.761 -2.332 0.377
C 0.403 0.526 -0.125 0.606
C 5.346 -0.248 -0.681 -0.913
H 0.354 2.852 2.996 0.363
H -1.578 2.409 -0.832 0.561
H 0.487 1.472 -0.824 0.656
H -4.700 -2.642 -1.878 0.357
C 3.360 -4.156 -0.355 -0.655
O 0.112 1.396 1.261 -0.532
H -5.144 -2.310 -0.199 0.372
C 2.890 0.420 -0.183 -1.474
C -1.191 4.470 2.592 -0.678
H 5.749 0.499 0.012 0.355
C -1.450 2.948 0.115 0.364
C -0.380 3.354 2.331 -0.321
C -0.860 -0.312 -0.227 0.073
O -3.511 3.944 -1.702 -0.574
H 0.269 -2.866 0.477 0.533
H 3.105 1.477 -0.130 0.525
N 3.924 -0.467 -0.409 0.189
C 1.997 -4.101 -0.026 -0.754
C 2.005 -1.688 -0.054 0.488
C -0.543 2.548 1.151 0.107
H 5.870 -1.201 -0.534 0.271
C -3.132 -0.905 0.364 -0.987
H 5.612 0.069 -1.702 0.294
H -1.070 5.014 3.558 0.341
H 3.919 -5.087 -0.455 0.377
C 3.413 -1.770 -0.324 0.306
```

The calculation puts the energy relative to the best compared isomer or geometry (same formula, charge and spin) at 5.452 eV. The value obtained for the HOMO-LUMO gap is 7.65 eV. As for the total energy: -1223.5217 Ha. The SMILES is Cc1ccc([C@@H](Oc2cccc([N+](=O)[O-])c2)c2cn(C)c3ccccc23)cc1.

What are the largest force on an atom values for these records? In order: 3.71; 2.68; 4.38; 3.25; 2.12; 3.75 eV/Å.